1.
2 unconnected molecules or ions with the total composition C16H21F3NO3 in a non-equilibrium geometry, computed with ωB97M-V/def2-TZVPD.

Its highest occupied orbital energy is -2.349 eV. The energy relative to the best compared isomer or geometry (same formula, charge and spin) comes out at 0.0 kcal/mol. The charge is -1. The value obtained for the gap between HOMO and LUMO is 3.38 eV.

CARTESIAN COORDINATES (ANGSTROEM)
N: 1.3704 2.0402 -4.5643
O: 1.8967 2.5378 -3.5753
O: 1.8231 1.1955 -5.3251
C: -0.9242 0.6577 3.7041
C: -0.0388 1.4212 2.7153
C: -0.4679 2.8936 2.7005
C: 1.4294 1.3297 3.1505
C: -0.1729 0.8262 1.3003
C: -0.5041 1.6331 0.2520
C: -0.6036 1.1637 -1.0885
C: -0.9278 2.0856 -2.0821
C: -1.4730 1.6378 -3.3412
F: -1.7561 2.6528 -4.2134
F: -0.5743 0.8006 -4.0300
F: -2.6297 0.8482 -3.2140
C: -0.3818 -0.2334 -1.3223
C: -0.0251 -1.0956 -0.3226
C: 0.2726 -2.5769 -0.6353
C: 1.7456 -2.8838 -0.3193
C: 0.0014 -2.9256 -2.1035
C: -0.5905 -3.4893 0.2476
C: 0.1348 -0.5910 1.0547
O: 0.5014 -1.3363 1.9964
H: -0.6256 -0.3954 3.7138
H: -0.8054 1.0804 4.7096
H: -1.9775 0.7509 3.4046
H: 0.1494 3.4736 2.0017
H: -1.5211 2.9846 2.4014
H: -0.3607 3.3519 3.6903
H: 2.0552 1.8887 2.4393
H: 1.5575 1.7617 4.1515
H: 1.7262 0.2750 3.1642
H: -0.7520 2.6953 0.3667
H: -0.8089 3.1460 -1.9062
H: -0.4538 -0.5307 -2.3639
H: 1.9204 -2.7031 0.7475
H: 1.9860 -3.9316 -0.5545
H: 2.3993 -2.2356 -0.9180
H: -1.0487 -2.7324 -2.3556
H: 0.6505 -2.3465 -2.7725
H: 0.1999 -3.9938 -2.2857
H: -1.6547 -3.2929 0.0629
H: -0.3848 -4.5452 0.0189
H: -0.3569 -3.2928 1.2994

***

2.
A molecular structure, C16H21F4IrN4 in a non-equilibrium geometry, computed with ωB97M-V/def2-TZVPD.

Its highest occupied orbital energy (spin up / spin down) is -15.267 / -15.332 eV. The charge is +2. The value obtained for the gap between HOMO and LUMO (spin up / spin down) is 7.01 / 6.56 eV.

CARTESIAN COORDINATES (ANGSTROEM)
Ir: -0.0977 0.8477 -0.1656
C: -2.3928 -0.6874 -1.0114
N: -2.0454 0.2802 0.0721
C: -2.9919 1.4293 0.0060
C: -2.1120 -0.4293 1.4081
C: -1.1334 0.1952 2.3727
N: 0.1333 0.3486 1.6253
C: 1.3896 0.4202 2.1913
C: 2.4313 0.5396 1.2745
F: 2.0594 0.6771 -0.0414
C: 3.7506 0.5874 1.6516
F: 4.6877 0.6922 0.7263
C: 4.0750 0.5420 2.9979
C: 3.0556 0.4841 3.9343
F: 3.3356 0.4873 5.2214
C: 1.7224 0.4449 3.5530
F: 0.7814 0.4386 4.4877
H: -3.4049 -1.0617 -0.8488
H: -1.6923 -1.5187 -0.9977
H: -2.3567 -0.1740 -1.9713
H: -4.0116 1.0526 0.0872
H: -2.8631 1.9398 -0.9442
H: -2.7864 2.1185 0.8221
H: -1.8328 -1.4665 1.2279
H: -3.1345 -0.4059 1.7853
H: -1.0073 -0.4199 3.2582
H: -1.4614 1.1850 2.7031
H: 5.1095 0.5819 3.3135
N: -0.1993 2.8437 -0.6059
C: -0.0583 3.9919 -0.4666
N: 0.1373 5.2534 -0.3417
C: 0.8422 6.0168 -1.4137
C: -0.1901 6.6685 -2.3156
C: -1.1342 7.5553 -1.5045
C: -1.7983 6.7732 -0.3702
C: -0.7613 6.0867 0.5038
H: 1.5207 5.3436 -1.9336
H: 1.4347 6.7663 -0.8861
H: -0.7616 5.8871 -2.8268
H: 0.3251 7.2438 -3.0849
H: -1.8990 7.9747 -2.1567
H: -0.5779 8.4007 -1.0888
H: -2.4778 6.0219 -0.7849
H: -2.3951 7.4361 0.2573
H: -1.1967 5.4552 1.2766
H: -0.1100 6.8164 0.9877

***

3.
C16H21FN4OS in the gas phase in a non-equilibrium geometry, computed with ωB97M-V/def2-TZVPD.

Its highest occupied orbital energy is -8.166 eV. The energy relative to the best compared isomer or geometry (same formula, charge and spin) comes out at 3.5 kcal/mol. The value obtained for the gap between HOMO and LUMO is 8.79 eV. Its SMILES is CCSc1nnc(CNc2ccc(F)cc2)n1C[C@H]1CCCO1.

CARTESIAN COORDINATES (ANGSTROEM)
C: -0.3243 -1.5736 5.5985
C: 0.1167 -2.6991 4.6858
S: -0.6643 -2.6032 3.0388
C: 0.2261 -1.2698 2.3910
N: 1.1701 -0.5982 2.9951
N: 1.5600 0.3811 2.1633
C: 0.8638 0.2979 1.0671
C: 1.0044 1.2236 -0.0879
N: -0.2947 1.7365 -0.4736
C: -0.4890 2.4945 -1.6145
C: 0.4149 2.5120 -2.6779
C: 0.1313 3.2180 -3.8323
C: -1.0580 3.9133 -3.9264
F: -1.3336 4.6062 -5.0558
C: -1.9718 3.9212 -2.8876
C: -1.6824 3.2144 -1.7400
N: -0.0233 -0.7462 1.1511
C: -0.9548 -1.2752 0.1951
C: -0.3456 -2.4483 -0.6240
C: 0.3546 -1.9932 -1.9227
C: 1.7270 -2.6676 -1.8521
C: 1.9053 -2.8604 -0.3471
O: 0.6123 -3.1569 0.1397
H: 0.0147 -0.6219 5.1977
H: 0.1149 -1.7116 6.5840
H: -1.4076 -1.5580 5.6966
H: -0.1816 -3.6732 5.0729
H: 1.1918 -2.6747 4.5185
H: 1.4403 0.6861 -0.9357
H: 1.7074 2.0139 0.2123
H: -0.8468 2.0469 0.3151
H: 1.3525 1.9840 -2.6130
H: 0.8294 3.2356 -4.6541
H: -2.8903 4.4780 -2.9830
H: -2.3863 3.2142 -0.9203
H: -1.2771 -0.4744 -0.4739
H: -1.8137 -1.6478 0.7609
H: -1.1580 -3.1518 -0.8412
H: -0.2090 -2.2977 -2.8018
H: 0.4519 -0.9091 -1.9455
H: 2.5205 -2.0685 -2.2923
H: 1.6990 -3.6387 -2.3460
H: 2.5521 -3.6973 -0.0827
H: 2.3006 -1.9467 0.1216

***

Number 2 is which compound? C16H21F4IrN4